Density functional theory data (the ωB97M-V functional and the def2-TZVPD basis) for 2 unconnected molecules or ions with the total composition C3H5N3.

The geometry in XYZ format:
```
11
Properties=species:S:1:pos:R:3:forces:R:3:mulliken_charge:R:1
H -0.49624 2.36492 -0.13755 0.178 -0.209 0.005 0.39
N 0.95144 1.06832 0.59264 -0.538 -0.227 -0.420 -0.48
N 1.06626 -0.39257 0.38421 0.132 0.086 0.288 -0.08
C -0.56623 0.10730 -0.74784 0.055 -0.404 0.428 0.37
H 0.41619 -1.75346 -1.07783 0.083 0.203 0.052 0.25
C 0.60350 -0.69070 -0.92423 -0.242 -0.017 0.088 -0.48
H -2.22359 -0.01181 0.35363 0.207 -0.086 -0.050 0.22
H -0.19303 -0.73829 0.94297 0.173 0.171 -0.395 0.43
N -1.44961 -0.58200 0.00080 -0.123 0.308 -0.161 -0.65
C -0.06281 1.36758 -0.13944 0.299 0.001 0.323 -0.21
H 1.95413 -0.73929 0.75264 -0.223 0.175 -0.159 0.25
```
Positions in Å, forces in eV/Å.

As for the charge: 0. The value obtained for the energy above the lowest of the compared OMol25 structures with the same formula, charge and spin is 632.2 kJ/mol. The orbital gap (alpha / beta) is 0.3028 / 0.3029 Eh.